Record 1
{"formula": "C21H59FINO10S", "method": "ωB97M-V/def2-TZVPD", "e_homo_ev": -9.7, "gap_ha": 0.318, "elements": ["C", "C", "C", "C", "C", "C", "C", "C", "C", "C", "C", "C", "C", "N", "I", "S", "O", "O", "F", "H", "H", "H", "H", "H", "H", "H", "H", "H", "H", "H", "H", "H", "H", "H", "H", "H", "H", "H", "H", "H", "H", "H", "H", "H", "H", "H", "C", "O", "H", "H", "H", "H", "C", "O", "H", "H", "H", "H", "C", "O", "H", "H", "H", "H", "C", "O", "H", "H", "H", "H", "C", "O", "H", "H", "H", "H", "C", "O", "H", "H", "H", "H", "C", "O", "H", "H", "H", "H", "C", "O", "H", "H", "H", "H"], "xyz": [[-3.56259, 2.33132, 0.71295], [-3.07009, 2.08148, -0.71560], [-3.93052, 1.02136, -1.44783], [-3.12654, -0.02839, -2.23318], [-2.92435, -1.35150, -1.48754], [-2.42730, -1.20992, -0.03897], [-1.56727, -2.40876, 0.39952], [-0.07146, -2.09613, 0.18510], [0.63017, -1.58141, 1.45699], [1.64992, -0.44642, 1.25905], [2.57252, -0.60313, 0.04151], [2.00932, 0.09961, -1.22725], [1.86539, -0.81887, -2.44309], [3.05475, -0.66916, -3.35222], [3.76560, -2.48846, -4.06318], [2.74372, 0.28702, -4.67751], [3.94960, 0.41158, -5.41454], [1.53920, -0.04782, -5.34954], [2.50107, 1.61621, -3.91706], [-4.64575, 2.41524, 0.71803], [-3.29980, 1.48650, 1.35364], [-3.17592, 3.26066, 1.13110], [-2.03897, 1.72088, -0.69547], [-3.10319, 3.02000, -1.27152], [-4.58209, 0.53003, -0.71984], [-4.58857, 1.54783, -2.14289], [-2.16762, 0.39691, -2.54681], [-3.67090, -0.25912, -3.15378], [-3.87574, -1.89125, -1.48460], [-2.21515, -1.97229, -2.04612], [-1.83938, -0.28862, 0.02898], [-3.28346, -1.08174, 0.62605], [-1.82931, -3.24445, -0.24870], [-1.77062, -2.66717, 1.43819], [0.44091, -2.99844, -0.16166], [-0.01127, -1.35748, -0.61481], [1.12297, -2.41710, 1.95951], [-0.14323, -1.21205, 2.13759], [2.27535, -0.41442, 2.15263], [1.14585, 0.52284, 1.21682], [3.51382, -0.10934, 0.28123], [2.79774, -1.65409, -0.16050], [2.63546, 0.95398, -1.48051], [1.01332, 0.47717, -0.98875], [0.94629, -0.63920, -3.00522], [1.83678, -1.86084, -2.13519], [-3.87103, -5.56713, -0.11232], [-4.07105, -4.34339, 0.58622], [-3.73493, -5.32156, -1.16372], [-2.97854, -6.08725, 0.24690], [-4.73758, -6.22393, -0.00774], [-4.19385, -4.55275, 1.51633], [6.87309, 0.20134, -2.62111], [5.66119, 0.92697, -2.75395], [7.63559, 0.91447, -2.31515], [6.81414, -0.59044, -1.86850], [7.16669, -0.24130, -3.57816], [4.97162, 0.31450, -3.03577], [5.84274, 0.42362, 2.96598], [4.68004, -0.20602, 2.44814], [5.57979, 1.43740, 3.25938], [6.21424, -0.11217, 3.84365], [6.63621, 0.47358, 2.21475], [4.93359, -1.10441, 2.20963], [-5.79066, 5.39625, 1.61950], [-5.90935, 3.97954, 1.74177], [-4.78038, 5.60340, 1.27334], [-6.50221, 5.78417, 0.88417], [-5.94850, 5.90022, 2.57385], [-6.79718, 3.78395, 2.05273], [-7.70095, -6.41270, 0.84204], [-6.70645, -7.25982, 1.40931], [-7.18287, -5.57829, 0.37446], [-8.28449, -6.93743, 0.08148], [-8.37641, -6.02392, 1.60806], [-7.14935, -8.00403, 1.82523], [-5.80609, 9.02604, 4.06062], [-5.96393, 7.62065, 4.21442], [-4.78823, 9.19718, 3.71899], [-6.49869, 9.43044, 3.31771], [-5.95185, 9.55307, 5.00693], [-6.85960, 7.45564, 4.52181], [7.94858, 3.38159, -4.00674], [6.68350, 3.37934, -4.64534], [8.39549, 4.36024, -4.16979], [7.83703, 3.22515, -2.92934], [8.61026, 2.61418, -4.42083], [6.26273, 2.52776, -4.47506], [7.77340, -2.97546, 4.08850], [6.55388, -3.03175, 3.35829], [8.23623, -2.01730, 3.86403], [7.59962, -3.03700, 5.16562], [8.45769, -3.77314, 3.78934], [6.12822, -3.87260, 3.54532]], "forces_ev_per_a": [[0.0, -0.2, -0.4], [-0.3, -0.4, 0.2], [0.2, 0.3, -0.1], [-0.4, -0.1, -0.1], [0.1, 0.2, 0.1], [-0.1, 0.0, 0.0], [0.3, 0.4, -0.6], [-0.1, -0.3, 0.3], [-0.2, 0.5, -0.2], [0.2, -0.5, 0.2], [0.0, 0.8, -0.2], [-0.2, -0.6, 0.2], [0.2, 0.2, 0.1], [-0.3, -0.2, -0.3], [0.0, 0.1, 0.1], [0.4, -0.5, -0.8], [0.0, 0.2, 0.2], [-0.2, 0.2, 0.3], [-0.1, 0.1, 0.1], [0.0, 0.1, 0.0], [0.1, 0.1, 0.1], [0.1, -0.1, 0.1], [0.1, 0.3, 0.0], [0.2, 0.0, -0.1], [0.0, -0.1, -0.1], [-0.1, 0.0, 0.1], [0.0, 0.0, 0.1], [0.1, 0.0, -0.1], [0.1, -0.1, 0.0], [0.0, 0.0, 0.0], [0.0, 0.0, 0.2], [0.0, 0.0, 0.0], [-0.2, -0.2, 0.3], [0.1, -0.2, 0.0], [0.1, 0.1, -0.1], [0.1, 0.0, 0.0], [-0.1, 0.0, 0.0], [0.1, -0.1, 0.1], [0.0, 0.1, 0.0], [0.0, 0.0, -0.1], [0.1, -0.2, 0.1], [-0.1, 0.0, 0.0], [-0.1, 0.0, -0.1], [0.0, 0.2, -0.1], [0.1, 0.1, -0.1], [0.0, 0.0, 0.1], [-0.1, 0.1, 0.1], [-0.1, 0.0, 0.0], [0.0, 0.0, 0.0], [0.0, 0.0, -0.1], [0.1, -0.1, 0.0], [0.0, 0.0, 0.0], [0.0, 0.0, -0.2], [0.1, 0.0, 0.1], [0.0, 0.0, 0.0], [-0.1, 0.0, 0.0], [0.1, 0.0, 0.0], [0.0, 0.0, 0.1], [0.0, -0.2, 0.0], [0.2, 0.0, 0.0], [-0.1, 0.0, 0.0], [0.1, 0.1, 0.0], [0.0, 0.0, 0.0], [0.0, 0.0, 0.1], [-0.2, -0.2, 0.0], [-0.2, 0.2, 0.1], [0.0, 0.0, 0.0], [0.1, 0.1, 0.0], [0.1, 0.0, 0.0], [0.0, 0.0, 0.0], [0.0, -0.1, 0.1], [0.0, 0.1, 0.0], [0.0, 0.0, 0.0], [0.0, 0.0, 0.0], [0.0, 0.0, 0.0], [0.0, 0.0, 0.0], [0.0, -0.1, 0.0], [-0.1, 0.1, 0.0], [0.0, 0.0, 0.0], [0.0, 0.0, 0.0], [0.0, 0.0, 0.0], [0.0, 0.0, 0.0], [-0.3, -0.1, 0.0], [0.1, 0.0, -0.1], [0.0, 0.0, 0.0], [0.1, 0.0, 0.0], [0.1, 0.0, 0.0], [-0.1, 0.1, 0.1], [-0.1, 0.0, 0.0], [0.0, 0.1, 0.0], [0.0, 0.0, 0.0], [0.0, 0.0, 0.0], [0.0, 0.0, 0.0], [0.0, 0.0, 0.0]], "lowdin_charge": [-0.115, -0.254, -0.211, -0.213, -0.206, -0.201, -0.203, -0.199, -0.189, -0.201, -0.186, -0.174, -0.307, -0.651, 0.986, 0.425, -0.287, -0.249, -0.103, 0.048, 0.067, 0.067, 0.081, 0.100, 0.104, 0.103, 0.104, 0.101, 0.111, 0.107, 0.095, 0.108, 0.087, 0.103, 0.109, 0.081, 0.109, 0.106, 0.087, 0.113, 0.089, 0.112, 0.106, 0.100, 0.108, 0.058, -0.150, -0.135, 0.079, 0.079, 0.057, 0.079, -0.153, -0.142, 0.067, 0.077, 0.083, 0.005, -0.149, -0.134, 0.079, 0.068, 0.079, 0.069, -0.139, -0.142, 0.079, 0.077, 0.052, 0.075, -0.157, -0.134, 0.072, 0.077, 0.076, 0.072, -0.155, -0.135, 0.078, 0.076, 0.075, 0.075, -0.175, -0.121, 0.075, 0.068, 0.076, 0.049, -0.157, -0.129, 0.074, 0.078, 0.076, 0.076]}

Record 2
{"formula": "C34H40F8IN2O25", "method": "ωB97M-V/def2-TZVPD", "total_charge": 1, "e_homo_ev": -12.0, "gap_ha": 0.332, "elements": ["C", "C", "I", "C", "N", "C", "C", "O", "C", "C", "C", "C", "C", "N", "H", "H", "H", "H", "H", "H", "H", "H", "H", "H", "H", "H", "H", "H", "H", "H", "C", "C", "O", "C", "O", "O", "F", "H", "H", "H", "C", "C", "O", "C", "O", "O", "F", "H", "H", "H", "C", "C", "O", "C", "O", "O", "F", "H", "H", "H", "C", "C", "O", "C", "O", "O", "F", "H", "H", "H", "C", "C", "O", "C", "O", "O", "F", "H", "H", "H", "C", "C", "O", "C", "O", "O", "F", "H", "H", "H", "C", "C", "O", "C", "O", "O", "F", "H", "H", "H", "C", "C", "O", "C", "O", "O", "F", "H", "H", "H"], "xyz": [[2.23977, 4.46813, 0.61920], [0.98837, 4.08291, -0.17749], [1.41393, 4.10170, -2.27097], [-0.12527, 5.03915, 0.16804], [-1.38601, 4.83686, -0.61616], [-2.23355, 3.68634, -0.16057], [-1.71403, 2.31340, -0.61099], [-2.83219, 1.42610, -0.65580], [-2.18034, 6.10186, -0.55138], [-1.81880, 7.16046, -1.35955], [-2.55773, 8.33578, -1.30992], [-3.64917, 8.35734, -0.44626], [-3.90658, 7.22323, 0.31900], [-3.18819, 6.10530, 0.29095], [2.07993, 4.13297, 1.64330], [3.10255, 3.93655, 0.23689], [2.39490, 5.54163, 0.60514], [0.77107, 3.05458, 0.08373], [0.21910, 6.04599, -0.04678], [-0.34722, 5.01443, 1.23207], [-1.16386, 4.68015, -1.60565], [-3.23476, 3.78676, -0.55956], [-2.28504, 3.71282, 0.92132], [-1.01251, 1.90912, 0.11656], [-1.29029, 2.34285, -1.61196], [-3.30754, 1.57209, 0.16944], [-0.95870, 7.08150, -2.01327], [-2.29306, 9.18660, -1.91459], [-4.28486, 9.22224, -0.37342], [-4.75631, 7.23773, 0.98419], [-1.94843, -1.65965, 0.80893], [-0.98258, -1.76604, 1.96494], [-1.78188, -2.33289, 2.97486], [-2.75165, -3.08393, 2.36265], [-3.42969, -3.88497, 2.89213], [-2.81982, -2.76476, 1.03587], [-0.55294, -0.53289, 2.36503], [-2.51879, -0.73100, 0.85285], [-1.46538, -1.73812, -0.16226], [-0.11620, -2.40576, 1.78529], [0.30271, -3.31750, 5.65137], [0.55751, -2.40199, 6.82360], [1.63626, -3.04955, 7.48510], [2.33237, -3.74309, 6.54324], [3.42230, -4.18449, 6.69610], [1.61417, -3.84754, 5.40342], [-0.50872, -2.33856, 7.66712], [-0.37318, -4.13186, 5.90335], [-0.07603, -2.80004, 4.77877], [0.85535, -1.39821, 6.55686], [0.15231, -7.36112, 1.57804], [1.19990, -6.27518, 1.66407], [0.47408, -5.20464, 2.24266], [-0.52113, -5.75743, 3.00884], [-1.13674, -5.15472, 3.82009], [-0.68042, -7.05843, 2.70632], [1.64831, -5.89712, 0.43804], [-0.43524, -7.29460, 0.66350], [0.56766, -8.36215, 1.66426], [2.05805, -6.50868, 2.29638], [6.31914, 2.20736, -2.64226], [6.00946, 1.93620, -1.18689], [4.69519, 1.40354, -1.25124], [4.56086, 0.80460, -2.47671], [3.69228, 0.05376, -2.76358], [5.55467, 1.18857, -3.30114], [5.98555, 3.06974, -0.44205], [5.95714, 3.18935, -2.94974], [7.37386, 2.11880, -2.88477], [6.66938, 1.21064, -0.70950], [0.96569, 0.39688, -4.05302], [-0.25659, 0.83506, -4.82198], [0.21949, 0.89436, -6.14321], [1.24710, -0.01554, -6.24780], [1.69782, -0.40077, -7.26557], [1.65434, -0.40161, -5.01129], [-0.67746, 2.07809, -4.43188], [1.59264, 1.24100, -3.76430], [0.72405, -0.18291, -3.16551], [-1.10105, 0.14563, -4.76921], [-5.73207, 2.96834, -4.03181], [-4.57565, 3.93313, -4.15895], [-5.12820, 5.14120, -3.66619], [-6.11623, 4.80852, -2.77830], [-6.61558, 5.55622, -2.01063], [-6.43078, 3.49838, -2.89971], [-4.18258, 4.10958, -5.43856], [-6.37684, 3.00235, -4.91033], [-5.42236, 1.94309, -3.84918], [-3.70158, 3.66494, -3.55778], [0.74061, -10.12210, -2.20818], [-0.23965, -11.25114, -1.97836], [-0.96922, -10.78987, -0.85198], [-0.94626, -9.43249, -0.87736], [-1.65346, -8.73016, -0.23488], [-0.00140, -8.98808, -1.73924], [0.38202, -12.40926, -1.66563], [1.63855, -10.24694, -1.60213], [1.02130, -9.99674, -3.24984], [-0.93058, -11.42893, -2.80374], [3.30732, 1.22323, 2.43217], [4.39694, 1.11460, 3.47514], [3.68373, 0.62258, 4.59630], [2.62528, -0.09139, 4.12860], [1.97268, -0.84312, 4.76682], [2.42167, 0.17185, 2.81266], [4.93121, 2.32148, 3.77464], [2.78438, 2.17811, 2.49809], [3.66793, 1.07679, 1.41578], [5.20022, 0.42020, 3.22463]], "forces_ev_per_a": [[-0.5, -0.3, -0.1], [0.7, -0.1, 0.5], [-0.1, 0.1, -0.2], [0.4, 0.0, -0.4], [-0.9, 0.4, 0.6], [0.5, -0.8, 0.0], [-0.6, -0.2, 0.3], [0.3, 0.5, -0.1], [-0.5, 0.6, -0.1], [0.6, -0.1, -0.3], [-0.4, -0.5, 0.6], [0.6, -0.3, -0.3], [-0.5, 0.5, 0.2], [0.3, 0.0, -0.3], [0.1, 0.2, 0.2], [0.2, 0.1, 0.0], [0.2, 0.1, 0.0], [-0.3, -0.1, -0.2], [0.0, 0.1, -0.1], [-0.3, -0.2, 0.1], [0.4, 0.0, 0.0], [-0.1, 0.4, -0.1], [-0.1, 0.2, 0.1], [0.4, 0.1, -0.2], [0.2, -0.1, -0.1], [-0.3, -0.4, 0.0], [0.0, 0.0, -0.1], [0.0, 0.1, -0.1], [-0.1, 0.1, 0.1], [-0.1, -0.2, 0.1], [0.0, -0.1, -0.3], [-0.1, 0.1, 0.2], [0.1, -0.1, -0.2], [-0.2, 0.0, 0.0], [-0.2, 0.1, 0.0], [0.3, 0.1, 0.1], [-0.1, 0.0, 0.0], [0.1, 0.1, 0.1], [-0.1, -0.2, 0.0], [0.1, 0.1, 0.0], [0.0, 0.1, -0.1], [-0.2, -0.4, 0.4], [0.1, 0.2, -0.2], [0.0, 0.0, 0.0], [0.0, 0.0, 0.0], [-0.1, 0.0, 0.0], [0.1, -0.1, 0.0], [-0.1, 0.1, 0.1], [0.1, 0.0, -0.1], [-0.1, 0.2, 0.1], [0.1, -0.1, 0.0], [-0.1, 0.1, -0.1], [0.1, -0.1, 0.1], [-0.1, -0.1, 0.0], [0.1, -0.1, 0.0], [0.2, 0.1, -0.1], [0.0, 0.1, 0.0], [0.1, 0.2, 0.1], [-0.1, 0.0, 0.2], [0.1, 0.0, -0.1], [0.2, 0.0, -0.1], [-0.1, 0.2, 0.0], [0.2, -0.2, 0.0], [-0.1, 0.0, -0.2], [-0.2, 0.1, 0.1], [0.1, 0.1, 0.2], [-0.1, 0.0, 0.0], [0.0, 0.0, 0.1], [0.0, -0.2, -0.1], [0.0, 0.1, 0.1], [0.1, -0.2, 0.3], [0.2, 0.1, -0.2], [-0.1, -0.2, 0.1], [0.2, 0.0, 0.0], [0.0, 0.1, -0.1], [-0.3, 0.1, -0.1], [-0.1, 0.0, 0.0], [-0.1, 0.1, -0.1], [0.1, -0.2, -0.1], [-0.1, 0.1, 0.1], [-0.1, -0.2, 0.0], [-0.2, 0.1, -0.2], [0.2, -0.2, 0.3], [-0.2, -0.1, -0.1], [0.1, 0.1, 0.0], [0.2, 0.0, -0.1], [0.0, 0.0, 0.0], [0.1, 0.1, -0.1], [-0.1, 0.0, 0.2], [0.1, 0.0, -0.1], [0.1, 0.1, -0.2], [0.1, -0.1, 0.2], [-0.1, 0.1, -0.3], [-0.1, 0.0, 0.0], [-0.1, -0.2, -0.1], [0.0, -0.1, 0.0], [0.0, 0.0, 0.1], [0.0, -0.1, 0.0], [-0.1, 0.2, 0.0], [0.0, -0.1, 0.0], [0.0, -0.1, -0.4], [-0.1, 0.2, 0.2], [0.1, -0.2, -0.2], [-0.1, 0.0, 0.1], [0.0, 0.1, -0.1], [0.1, 0.1, 0.0], [0.0, 0.0, 0.0], [0.1, 0.1, 0.2], [-0.1, -0.2, 0.0], [0.1, 0.1, 0.0]], "lowdin_charge": [-0.137, -0.746, 1.029, -0.184, -0.037, -0.086, -0.219, -0.050, -0.277, 0.003, -0.011, -0.010, -0.081, 0.149, 0.078, 0.059, 0.089, 0.065, 0.126, 0.158, 0.098, 0.132, 0.141, 0.113, 0.099, 0.094, 0.121, 0.122, 0.119, 0.124, -0.064, -0.309, 0.116, -0.538, 0.209, 0.076, 0.054, 0.121, 0.140, 0.173, -0.062, -0.308, 0.138, -0.560, 0.171, 0.063, 0.070, 0.137, 0.115, 0.138, -0.050, -0.301, 0.114, -0.523, 0.177, 0.104, 0.069, 0.116, 0.146, 0.176, -0.036, -0.310, 0.096, -0.544, 0.186, 0.091, 0.070, 0.146, 0.146, 0.177, -0.092, -0.314, 0.132, -0.529, 0.207, 0.079, 0.012, 0.082, 0.141, 0.174, -0.041, -0.328, 0.122, -0.553, 0.184, 0.077, 0.088, 0.151, 0.142, 0.159, -0.044, -0.310, 0.144, -0.551, 0.168, 0.071, 0.085, 0.145, 0.141, 0.176, -0.054, -0.303, 0.154, -0.513, 0.200, 0.068, 0.083, 0.121, 0.132, 0.178]}

Record 3
{"formula": "C2H3FO3", "method": "ωB97M-V/def2-TZVPD", "e_above_lowest_kcal_mol": 65.4, "smiles": "O=C(O)OCF", "e_homo_ev": -10.3, "gap_ha": 0.397, "elements": ["O", "C", "O", "O", "C", "F", "H", "H", "H"], "xyz": [[0.96918, 0.03811, -1.09766], [0.84341, -0.22174, 0.12301], [2.28832, -0.73847, 0.34229], [0.28492, -0.35952, 1.30105], [-1.19149, 0.04294, 1.22001], [-1.78236, -0.96338, 0.52344], [2.76036, -0.56453, 1.24517], [-1.23972, 1.08255, 0.95578], [-1.54710, -0.14808, 2.32142]], "forces_ev_per_a": [[-5.1, 0.3, 4.3], [9.5, -1.6, -4.0], [-0.2, 0.8, 3.0], [-3.7, 1.8, -1.8], [1.0, -3.1, 4.2], [0.0, 1.4, -0.6], [-1.9, -0.5, -2.0], [-0.5, 0.1, -1.1], [0.8, 0.9, -2.0]], "lowdin_charge": [0.099, -0.445, -0.077, 0.063, -0.096, 0.036, 0.120, 0.132, 0.167]}